(1)
Here is C27H34FeIN3PS as an isolated structure from the Open Molecules 2025 dataset. Energies are from the ωB97M-V functional and the def2-TZVPD basis.

Element x y z (Å)
Fe (-0.264, 1.255, -1.060)
N (0.557, -2.578, -3.184)
C (-0.481, -3.500, -3.250)
C (-0.303, -4.699, -3.931)
C (-1.346, -5.600, -3.985)
C (-2.573, -5.325, -3.365)
C (-2.759, -4.141, -2.691)
C (-1.709, -3.218, -2.626)
S (-1.941, -1.742, -1.772)
N (-0.537, -0.922, -1.950)
C (0.500, -1.364, -2.603)
C (1.682, -0.467, -2.706)
C (2.738, -0.724, -3.565)
C (3.814, 0.155, -3.580)
C (3.792, 1.249, -2.741)
C (2.677, 1.452, -1.937)
N (1.637, 0.622, -1.923)
H (1.437, -2.858, -3.593)
H (0.639, -4.913, -4.420)
H (-1.216, -6.534, -4.514)
H (-3.374, -6.048, -3.421)
H (-3.702, -3.918, -2.207)
H (2.733, -1.564, -4.245)
H (4.649, -0.018, -4.245)
H (4.608, 1.957, -2.716)
H (2.612, 2.315, -1.289)
I (-0.230, 3.658, -2.672)
C (-1.695, 2.097, -2.229)
H (-1.990, 1.722, -3.208)
H (-2.528, 2.653, -1.806)
C (1.417, 3.246, 1.171)
C (0.155, 2.906, 1.977)
C (-0.954, 3.890, 1.595)
C (0.498, 3.060, 3.460)
P (-0.327, 1.190, 1.426)
C (0.879, 0.043, 2.166)
C (0.987, -0.157, 3.545)
C (1.907, -1.055, 4.061)
C (2.744, -1.766, 3.211)
C (2.648, -1.581, 1.842)
C (1.718, -0.687, 1.328)
C (-2.010, 0.662, 2.034)
C (-3.061, 1.151, 1.029)
C (-2.398, 1.158, 3.430)
C (-2.017, -0.873, 2.036)
H (1.774, 4.234, 1.470)
H (1.203, 3.307, 0.099)
H (2.222, 2.528, 1.347)
H (-0.587, 4.907, 1.742)
H (-1.842, 3.771, 2.216)
H (-1.246, 3.802, 0.545)
H (0.743, 4.108, 3.647)
H (1.371, 2.470, 3.736)
H (-0.327, 2.798, 4.120)
H (0.356, 0.389, 4.229)
H (1.973, -1.198, 5.131)
H (3.466, -2.460, 3.619)
H (3.301, -2.128, 1.173)
H (1.655, -0.553, 0.256)
H (-3.089, 2.238, 0.948)
H (-4.046, 0.818, 1.360)
H (-2.885, 0.747, 0.027)
H (-2.495, 2.243, 3.469)
H (-1.699, 0.843, 4.203)
H (-3.372, 0.737, 3.685)
H (-1.639, -1.285, 1.095)
H (-3.043, -1.220, 2.168)
H (-1.407, -1.286, 2.839)

Computed properties:
Net charge   +2
Frontier orbital gap (alpha / beta)   6.1226 / 4.8634 eV
LUMO energy (alpha / beta)   -0.2573 / -0.3288 Eh
Spin multiplicity   6
HOMO energy (alpha / beta)   -13.125 / -13.812 eV

Atomic partial charges in e from the natural (NBO) method, atoms 1 to 8: number 1, Fe, carries 1.25; number 2, N, carries -0.48; number 3, C, carries 0.16; number 4, C, carries -0.22; number 5, C, carries -0.11; number 6, C, carries -0.15; number 7, C, carries -0.20; number 8, C, carries -0.19

(2)
Here is a single C4H12N2 molecule at a distorted geometry from the Open Molecules 2025 dataset. Energies are from the ωB97M-V functional and the def2-TZVPD basis.

Element x y z (Å)
C (1.979, 0.830, -0.140)
C (0.474, 0.486, -0.391)
C (0.398, 0.267, -1.927)
N (0.116, -0.755, 0.284)
C (-0.859, -0.726, 1.358)
N (-2.111, -0.154, 0.884)
H (2.212, 1.848, -0.433)
H (2.626, 0.107, -0.658)
H (2.303, 0.647, 0.887)
H (-0.087, 1.402, -0.204)
H (0.635, -0.724, -2.309)
H (1.072, 0.971, -2.417)
H (-0.624, 0.462, -2.257)
H (0.958, -1.186, 0.629)
H (-0.554, -0.289, 2.322)
H (-1.006, -1.763, 1.690)
H (-2.115, 0.274, -0.036)
H (-2.807, -0.872, 0.815)

Computed properties:
Frontier orbital gap   9.7959 eV
LUMO energy   0.0416 Eh
HOMO energy   -8.664 eV
Structure (SMILES)   CC(C)NCN

Atomic partial charges in e from the natural (NBO) method, atoms 1 to 8: number 1, C, carries -0.62; number 2, C, carries -0.06; number 3, C, carries -0.60; number 4, N, carries -0.64; number 5, C, carries -0.04; number 6, N, carries -0.86; number 7, H, carries 0.21; number 8, H, carries 0.20

(3)
Here is a single C9H10ClNO2 molecule at a distorted geometry from the Open Molecules 2025 dataset. Energies are from the ωB97M-V functional and the def2-TZVPD basis.

Element x y z (Å)
C (-2.077, -0.847, 1.568)
C (-1.415, -1.252, 0.268)
C (-1.213, -0.296, 2.452)
C (-0.726, -0.208, -0.524)
C (1.884, 0.625, -1.684)
C (0.868, 1.144, -2.598)
C (0.174, -0.472, 2.252)
C (0.865, 1.525, -1.141)
C (-0.196, 0.967, -0.212)
N (0.582, -1.379, 1.426)
O (1.708, -1.737, 1.204)
O (-0.334, -2.054, 0.686)
Cl (-0.821, 2.195, 0.852)
H (-3.107, -0.974, 1.619)
H (-1.981, -1.844, -0.338)
H (-1.545, 0.042, 3.472)
H (-0.491, -0.757, -1.540)
H (1.774, -0.443, -1.428)
H (2.907, 1.061, -1.885)
H (0.958, 1.789, -3.428)
H (0.103, 0.379, -2.882)
H (0.874, -0.003, 2.920)
H (1.209, 2.539, -1.060)

Computed properties:
Frontier orbital gap (alpha / beta)   8.5262 / 8.5257 eV
LUMO energy (alpha / beta)   0.0101 / 0.0101 Eh
HOMO energy (alpha / beta)   -8.251 / -8.250 eV
Structure (SMILES)   [O-][N+]1=CC=C[C@@H](/C=C(\Cl)C2CC2)O1

Atomic partial charges in e from the natural (NBO) method, atoms 1 to 8: number 1, C, carries -0.22; number 2, C, carries 0.01; number 3, C, carries -0.21; number 4, C, carries -0.28; number 5, C, carries -0.40; number 6, C, carries -0.40; number 7, C, carries -0.14; number 8, C, carries -0.30

(4)
Here is C35H58N4O3P2PbSi4Te as an isolated structure from the Open Molecules 2025 dataset. Energies are from the ωB97M-V functional and the def2-TZVPD basis.

Element x y z (Å)
Pb (0.406, 0.491, -0.637)
O (-0.947, 3.583, 2.103)
N (-0.743, 4.094, 0.984)
N (-1.403, 3.556, 0.012)
O (-3.152, 1.444, 0.397)
C (-1.135, 4.146, -1.235)
C (-1.872, 3.671, -2.323)
C (-1.692, 4.193, -3.594)
C (-0.770, 5.207, -3.817)
C (-0.014, 5.668, -2.745)
C (-0.182, 5.149, -1.473)
H (-2.571, 2.860, -2.164)
H (-2.267, 3.784, -4.417)
H (-0.616, 5.609, -4.812)
H (0.739, 6.433, -2.907)
H (0.424, 5.502, -0.651)
N (-3.280, -0.636, -1.757)
C (-2.125, -0.504, -2.474)
O (-1.904, 0.489, -3.151)
C (-1.138, -1.657, -2.400)
C (0.298, -1.145, -2.327)
H (-3.680, 0.253, -1.484)
H (-3.260, -1.304, -1.003)
H (-1.324, -2.273, -3.294)
H (-1.374, -2.287, -1.537)
H (0.578, -0.654, -3.261)
H (0.989, -1.971, -2.156)
C (-3.127, 1.289, 1.793)
P (-2.210, -0.233, 2.328)
C (-2.874, -0.293, 4.057)
C (-3.250, -1.569, 1.593)
C (-4.628, -1.433, 1.446)
C (-5.392, -2.406, 0.819)
C (-4.774, -3.547, 0.333)
C (-3.405, -3.711, 0.492)
C (-2.622, -2.739, 1.121)
P (-0.774, -2.893, 1.202)
C (-0.568, -4.656, 0.697)
C (-0.505, -3.141, 3.011)
H (-2.594, 2.125, 2.262)
H (-4.150, 1.273, 2.198)
H (-2.528, 2.207, 0.197)
H (-3.965, -0.216, 4.082)
H (-2.446, 0.540, 4.618)
H (-2.577, -1.223, 4.544)
H (-5.113, -0.532, 1.799)
H (-6.459, -2.263, 0.692)
H (-5.352, -4.307, -0.179)
H (-2.944, -4.608, 0.102)
H (0.480, -4.907, 0.868)
H (-0.756, -4.769, -0.372)
H (-1.196, -5.356, 1.255)
H (-1.271, -3.777, 3.462)
H (-0.483, -2.173, 3.508)
H (0.474, -3.605, 3.147)
C (6.130, 0.480, -2.040)
Si (5.150, -1.127, -2.101)
C (3.685, -0.914, -3.243)
C (6.273, -2.445, -2.875)
Si (4.539, -1.781, 0.062)
Te (2.760, -0.490, 1.193)
Si (3.966, -4.050, 0.045)
C (3.191, -4.517, 1.697)
C (2.687, -4.398, -1.292)
C (5.441, -5.209, -0.228)
Si (6.441, -1.584, 1.404)
C (6.212, -2.537, 3.018)
C (8.015, -2.253, 0.590)
C (6.757, 0.217, 1.843)
H (6.349, 0.844, -3.048)
H (7.077, 0.344, -1.510)
H (5.555, 1.252, -1.525)
H (4.022, -0.580, -4.230)
H (2.987, -0.171, -2.854)
H (3.133, -1.848, -3.368)
H (6.634, -2.098, -3.848)
H (5.723, -3.376, -3.037)
H (7.141, -2.670, -2.251)
H (2.398, -3.797, 1.916)
H (3.914, -4.462, 2.513)
H (2.767, -5.526, 1.678)
H (1.819, -3.751, -1.139)
H (2.350, -5.439, -1.260)
H (3.079, -4.196, -2.292)
H (6.157, -5.116, 0.594)
H (5.970, -4.989, -1.158)
H (5.106, -6.250, -0.264)
H (6.176, -3.614, 2.836)
H (5.276, -2.244, 3.499)
H (7.035, -2.338, 3.712)
H (7.898, -3.292, 0.274)
H (8.851, -2.205, 1.297)
H (8.286, -1.664, -0.289)
H (5.865, 0.651, 2.300)
H (6.987, 0.804, 0.951)
H (7.593, 0.311, 2.543)
N (4.394, 5.564, -4.877)
C (3.831, 4.785, -4.241)
C (3.130, 3.811, -3.453)
C (3.547, 3.532, -2.150)
C (2.860, 2.593, -1.398)
C (1.755, 1.905, -1.909)
C (1.347, 2.220, -3.210)
C (2.019, 3.155, -3.982)
H (4.406, 4.052, -1.741)
H (3.202, 2.380, -0.390)
H (0.472, 1.733, -3.632)
H (1.683, 3.394, -4.983)

Computed properties:
Net charge   -2
Frontier orbital gap   5.8958 eV
LUMO energy   0.1480 Eh
HOMO energy   -1.869 eV

Atomic partial charges in e from the Löwdin method, atoms 1 to 8: number 1, Pb, carries 0.87; number 2, O, carries -0.19; number 3, N, carries -0.18; number 4, N, carries -0.03; number 5, O, carries -0.20; number 6, C, carries -0.28; number 7, C, carries -0.05; number 8, C, carries -0.11

In the order shown, the computed molar mass values come out to 646.380; 88.154; 199.637; 1091.966 g/mol.
In the order shown, the computed relative energy (zero: lowest compared OMol25 entry of this formula, charge and spin) values come out to 0.227; 1.068; 7.771; 0.000 eV.